{
  "formula": "C9H7HfN2O5S",
  "method": "ωB97M-V/def2-TZVPD",
  "homo_lumo_gap_ha": 0.1898,
  "total_charge": 3,
  "de_lowest_kcal_mol": 0.0,
  "homo_energy_ev": -20.5,
  "max_force_ev_per_a": 8.8,
  "lumo_ev": -15.35,
  "e_tot_ha": -1277.8355,
  "symbols": ["O", "C", "Hf", "O", "C", "C", "O", "C", "O", "C", "O", "H", "C", "N", "C", "C", "N", "C", "S", "H", "H", "H", "H", "H", "H"],
  "xyz": [[1.10900, -0.00106, -7.14714], [1.35792, 0.00412, -6.05044], [0.45465, -0.02172, -1.23439], [3.04563, -0.01933, -3.34067], [2.10492, -0.02099, -2.67251], [-1.67137, -0.04471, -0.81665], [-2.78017, -0.04791, -0.48924], [0.23748, -2.13881, -1.69892], [0.15624, -3.27698, -1.88069], [0.20027, 2.08006, -1.72909], [0.09170, 3.21356, -1.94247], [-0.35743, -0.04623, -2.89367], [-0.05646, -1.79028, 2.71531], [-0.28780, -0.37637, 2.53432], [-1.26576, 0.38277, 3.16762], [-1.15266, 1.67772, 2.71570], [-0.10004, 1.66486, 1.80404], [0.41706, 0.40059, 1.65764], [1.92263, -0.09368, 0.83286], [-0.18222, -2.36076, 1.77481], [0.96451, -1.98898, 3.08586], [-0.76940, -2.19902, 3.45192], [-1.96601, -0.05215, 3.88896], [-1.71670, 2.58759, 2.96443], [0.24400, 2.46773, 1.30240]],
  "lowdin_charge": [0.089, -0.006, 0.917, 0.253, -0.087, -0.043, 0.283, -0.048, 0.286, -0.041, 0.284, 0.050, 0.010, -0.098, 0.067, 0.053, 0.099, -0.703, 0.760, 0.103, 0.127, 0.132, 0.174, 0.172, 0.164]
}

{
  "formula": "C9H7I2NO",
  "method": "ωB97M-V/def2-TZVPD",
  "homo_lumo_gap_ha": [0.2504, 0.2659],
  "total_charge": 0,
  "homo_energy_ev": [-8.3, -7.9],
  "max_force_ev_per_a": 4.8,
  "lumo_ev": [-1.52, -0.64],
  "e_tot_ha": -1072.3785,
  "symbols": ["C", "C", "C", "C", "C", "C", "C", "C", "C", "N", "O", "I", "I", "H", "H", "H", "H", "H", "H", "H"],
  "xyz": [[0.81132, 2.07162, -1.86794], [-0.95259, 0.56766, -0.40353], [0.42566, -1.32142, -0.41464], [-1.96063, -0.08677, 0.25814], [-0.52704, -2.07952, 0.32570], [0.20579, -0.05185, -0.82540], [-1.76616, -1.45258, 0.52432], [1.86393, 1.73279, 1.24586], [1.14525, 0.85454, -1.45057], [0.44192, 3.04661, -2.40446], [-2.89365, -1.99598, 0.98290], [2.48453, 0.00592, 1.97475], [3.09944, 0.17329, -1.96922], [-0.99363, 1.64617, -0.61698], [1.33230, -1.86251, -0.75948], [-2.98047, 0.26685, 0.50371], [-0.48753, -3.05516, 0.58482], [0.92514, 1.93770, 1.62248], [2.68264, 2.37993, 1.21261], [-2.85622, -2.77727, 1.47694]],
  "lowdin_charge": [-0.395, -0.041, -0.128, 0.018, 0.020, -0.376, -0.318, -0.604, -0.647, 0.191, 0.090, 0.891, 0.900, 0.118, 0.082, 0.138, 0.078, -0.054, -0.051, 0.090]
}